Formula: C3H9BO2S
Source: the Open Molecules 2025 dataset
Level of theory: the ωB97M-V functional and the def2-TZVPD basis

Structure (SMILES): COB(OC)SC
Relative energy (zero: lowest compared OMol25 entry of this formula, charge and spin) (kcal per mole): 30.2
HOMO-LUMO gap (eV): 9.88
F_max (eV/A): 5.2

```
16
Properties=species:S:1:pos:R:3:nbo_charge:R:1
B 0.02501 0.00713 0.31247 0.923
C -1.21308 2.06318 0.14751 -0.230
C -1.42588 -2.20561 -0.02013 -0.236
C 2.65373 0.26089 -0.23467 -0.718
O -0.03881 1.30681 -0.00471 -0.733
O -1.40326 -0.82545 0.06449 -0.747
S 1.49797 -0.97997 0.53728 -0.017
H -1.07014 2.63384 1.08584 0.181
H -1.97075 1.41054 0.22937 0.196
H -1.36399 2.62643 -0.78155 0.187
H -0.48785 -2.74365 0.29269 0.165
H -1.48521 -2.50728 -1.04110 0.158
H -2.34392 -2.58332 0.40018 0.174
H 2.36409 0.42330 -1.28849 0.229
H 3.68826 -0.17448 -0.01391 0.234
H 2.57384 1.28761 0.31473 0.234
```